The following is a DFT calculation (the ωB97M-V functional and the def2-TZVPD basis) of an isolated molecule of C5H5N3.

Properties
lowest unoccupied orbital energy (alpha / beta) = -2.2 / -2.2 eV
F_max = 4.32 eV Å⁻¹
DFT total energy = -357.60310 hartree
E_HOMO (alpha / beta) = -8.86 / -8.86 eV
net charge = 0
frontier orbital gap (alpha / beta) = 0.2439 / 0.2438 Eh

Positions of all 13 atoms, in Å:
1 C -2.067540 -0.920972 0.415775
2 C -1.335955 1.599070 0.024483
3 C 0.805811 1.108297 -0.362133
4 C -1.747691 0.367909 0.253990
5 C 1.544939 -1.245207 0.070750
6 N -2.410225 -2.022920 0.578249
7 N -0.136498 2.004910 -0.413240
8 N 0.682049 -0.115360 -0.101405
9 H -2.208386 2.302592 -0.023924
10 H 1.789938 1.617285 -0.756340
11 H 0.923302 -1.939313 0.765589
12 H 1.609541 -1.678740 -0.859446
13 H 2.550714 -1.077547 0.407653

Atoms 1-2, force components in eV/Å:
C -1.05 -0.76 0.44
C -1.74 0.85 -1.20